Below is a molecular structure, C33H46Cl3IrN4O2SSi, with properties calculated with ωB97M-V/def2-TZVPD.

As for the spin multiplicity: 2. The calculated total energy comes out at -104141.750 eV. As for the expectation value of S²: 0.78. The molar mass comes out at 889.49 u. The largest force on an atom comes out at 1.72 eV/Å. Its charge is +1. Its frontier orbital gap (spin up / spin down) is 6.99 / 5.08 eV.

Atoms and positions in Å:
Ir  -0.167  0.136  -0.082
C  1.330  -3.914  -1.108
C  1.231  -3.126  0.199
C  0.799  -4.029  1.358
C  2.518  -2.426  0.577
C  3.719  -3.119  0.487
C  4.902  -2.562  0.935
C  4.899  -1.282  1.460
C  3.734  -0.527  1.540
C  3.887  0.911  2.044
C  4.952  1.698  1.273
C  4.239  0.931  3.536
C  2.535  -1.140  1.112
N  1.294  -0.405  1.256
C  1.125  0.126  2.432
C  0.124  1.090  2.573
C  -0.377  1.797  3.644
C  -1.431  2.564  3.134
C  -1.570  2.302  1.781
N  -0.570  1.396  1.412
C  -2.651  2.899  0.911
C  -2.008  3.712  -0.221
C  -3.513  3.860  1.735
C  -3.591  1.789  0.414
H  0.336  -4.233  -1.427
H  1.935  -4.814  -0.993
H  1.766  -3.312  -1.908
H  0.461  -2.366  0.064
H  1.558  -4.793  1.539
H  -0.141  -4.534  1.129
H  0.673  -3.454  2.278
H  3.723  -4.122  0.082
H  5.825  -3.125  0.880
H  5.832  -0.844  1.791
H  2.948  1.451  1.912
H  5.951  1.303  1.461
H  4.943  2.739  1.601
H  4.779  1.683  0.200
H  5.205  0.453  3.706
H  3.507  0.405  4.152
H  4.307  1.959  3.897
H  1.763  -0.170  3.254
H  -0.019  1.754  4.660
H  -2.056  3.235  3.696
H  -1.464  4.562  0.195
H  -2.778  4.097  -0.892
H  -1.307  3.124  -0.801
H  -2.928  4.686  2.141
H  -4.015  3.348  2.557
H  -4.280  4.285  1.088
H  -3.101  1.067  -0.225
H  -4.414  2.233  -0.150
H  -4.014  1.251  1.264
C  -2.002  -6.094  1.004
C  -3.083  -5.045  1.200
N  -2.593  -3.743  1.696
C  -2.905  -3.443  3.098
C  -2.108  -4.312  4.057
C  -1.976  -2.900  0.876
S  -1.474  -1.369  1.549
N  -1.785  -3.361  -0.368
C  -1.399  -2.628  -1.391
O  -1.161  -1.367  -1.346
C  -1.337  -3.333  -2.694
C  -1.833  -4.633  -2.812
C  -1.783  -5.286  -4.030
C  -1.242  -4.649  -5.140
C  -0.748  -3.358  -5.029
C  -0.799  -2.702  -3.810
H  -2.471  -7.034  0.712
H  -1.443  -6.269  1.924
H  -1.306  -5.800  0.221
H  -3.800  -5.386  1.946
H  -3.624  -4.870  0.272
H  -3.978  -3.596  3.228
H  -2.710  -2.392  3.291
H  -2.364  -5.367  3.953
H  -2.325  -4.018  5.084
H  -1.038  -4.197  3.883
H  -2.257  -5.118  -1.944
H  -2.170  -6.292  -4.118
H  -1.209  -5.160  -6.093
H  -0.323  -2.862  -5.892
H  -0.407  -1.703  -3.713
O  -1.444  1.056  -1.627
H  -1.023  1.622  -2.289
H  -1.750  0.248  -2.085
Cl  1.516  2.823  -1.361
Si  1.478  0.782  -1.612
Cl  0.872  0.464  -3.567
Cl  3.389  0.138  -1.686